(1)
The following is a quantum chemistry calculation of C34H43BMoN7O3STe as an isolated structure, from the OMol25 dataset.

Calculated values
ΔE to the lowest compared entry with this formula, charge and spin = 66.2 kcal per mole
charge = +1
⟨S²⟩ = 2.04
LUMO (alpha / beta) = -4.18 / -3.98 eV
multiplicity = 3
E_HOMO (alpha / beta) = -10.309 / -10.241 eV

Geometry (Å):
Mo: -0.3760 0.6473 -0.2308
C: 2.8548 -0.5436 1.0333
C: 3.6921 -0.0378 -0.1284
C: 4.7146 -1.0955 -0.5499
C: 2.9130 0.4918 -1.3042
C: 3.4876 0.9022 -2.5220
C: 2.5193 1.6416 -3.1555
N: 1.4159 1.6305 -2.3938
N: 1.6385 0.8903 -1.2704
B: 0.2949 2.6597 -2.2345
N: -0.9936 1.7690 -1.9809
C: -1.6580 1.3835 -3.1929
C: -2.8552 1.8530 -3.4619
C: -3.0352 2.7663 -1.3410
N: -1.8581 2.3865 -1.0390
C: -3.9338 3.4159 -0.3405
C: -3.3190 3.4286 1.0555
C: -4.2597 4.8384 -0.8220
N: 0.5162 3.3551 -0.8743
C: 0.7341 4.6269 -0.5423
C: 0.8114 4.7134 0.8312
C: 0.6107 3.4105 1.3048
N: 0.4332 2.5940 0.2520
C: 0.6029 3.0110 2.7504
C: 0.3862 1.5252 2.9755
C: 1.9016 3.4686 3.4253
H: 3.4490 -0.5407 1.9490
H: 2.5305 -1.5569 0.8453
H: 1.9718 0.0729 1.2072
H: 4.2440 0.8388 0.2287
H: 4.2073 -1.9832 -0.9356
H: 5.3113 -1.3943 0.3130
H: 5.3994 -0.7241 -1.3124
H: 4.4960 0.7303 -2.8562
H: 2.5383 2.1814 -4.0892
H: 0.1889 3.4308 -3.1420
H: -1.1211 0.7301 -3.8622
H: -3.4193 1.6387 -4.3538
H: -4.8619 2.8357 -0.3347
H: -2.4392 4.0765 1.0760
H: -3.0150 2.4307 1.3710
H: -4.0463 3.8149 1.7692
H: -3.3515 5.4436 -0.8601
H: -4.9547 5.3035 -0.1242
H: -4.7159 4.8331 -1.8107
H: 0.8363 5.3876 -1.3000
H: 0.9701 5.5990 1.4225
H: -0.2244 3.5563 3.2150
H: 1.2961 0.9656 2.7599
H: -0.4350 1.1260 2.3775
H: 0.1232 1.3288 4.0145
H: 2.7645 3.0145 2.9326
H: 1.9021 3.1569 4.4706
H: 2.0213 4.5514 3.3946
C: 4.0248 -6.6112 -0.0521
C: 3.1602 -5.3863 -0.1732
C: 2.4108 -4.9277 0.9003
C: 1.5224 -3.8609 0.7852
C: 0.7548 -3.4243 2.0038
C: 1.4015 -3.2312 -0.4580
Te: -0.2612 -1.9725 -0.8796
C: 2.1970 -3.6282 -1.5451
C: 2.1402 -2.9278 -2.8827
C: 3.0585 -4.7057 -1.3824
H: 4.1668 -6.8957 0.9897
H: 5.0047 -6.4555 -0.5049
H: 3.5566 -7.4514 -0.5688
H: 2.4983 -5.4284 1.8589
H: 0.6560 -4.2484 2.7099
H: -0.2405 -3.0607 1.7583
H: 1.2744 -2.6096 2.5165
H: 2.2002 -1.8430 -2.7641
H: 1.2039 -3.1471 -3.4020
H: 2.9610 -3.2519 -3.5216
H: 3.6495 -5.0337 -2.2318
O: -1.4520 -0.8927 2.2870
C: -2.3490 -0.8158 1.4748
N: -2.2750 0.0413 0.3776
S: -3.5370 -0.2155 -0.7671
O: -2.9336 -0.8998 -1.9304
O: -3.5613 2.6630 -2.5733
C: -4.2853 -1.4627 0.2738
C: -5.4281 -2.1847 -0.0073
C: -5.8666 -3.0820 0.9597
C: -5.1874 -3.2245 2.1682
C: -4.0313 -2.5010 2.4271
C: -3.5873 -1.6206 1.4568
H: -5.9515 -2.0758 -0.9489
H: -6.7511 -3.6766 0.7717
H: -5.5612 -3.9185 2.9094
H: -3.4861 -2.6130 3.3555

Force components x, y, z for each atom (eV/Å):
Mo -0.26 0.60 -0.17
C 0.04 0.07 -0.02
C -0.01 -0.16 -0.06
C -0.02 0.01 0.01
C 0.01 0.05 0.03
C 0.05 0.13 0.03
C 0.05 -0.06 -0.02
N -0.21 -0.08 -0.23
N 0.06 -0.34 0.07
B 0.23 0.02 0.17
N -0.08 -0.05 0.25
C 0.16 -0.17 0.01
C -0.16 0.17 0.05
C 0.10 -0.06 -0.33
N -0.15 0.00 0.33
C 0.02 0.14 0.10
C 0.02 0.00 -0.05
C -0.02 -0.06 -0.04
N 0.08 -0.10 -0.10
C 0.05 0.08 0.06
C -0.08 0.01 0.00
C -0.01 0.11 -0.13
N 0.09 0.20 0.24
C 0.05 -0.06 0.03
C 0.06 0.09 -0.01
C -0.02 -0.01 0.02
H -0.05 0.01 0.00
H -0.10 -0.18 0.00
H 0.02 0.06 -0.01
H 0.03 0.04 -0.07
H 0.04 0.04 0.03
H -0.01 -0.01 -0.02
H -0.02 -0.01 0.01
H -0.03 0.00 0.01
H 0.00 0.02 0.06
H 0.02 -0.03 0.03
H 0.00 -0.05 0.06
H 0.01 -0.01 0.01
H 0.03 -0.05 -0.04
H -0.01 -0.03 0.01
H -0.02 0.00 0.02
H 0.01 0.00 -0.02
H -0.02 0.00 0.02
H 0.02 0.01 0.00
H -0.01 0.01 0.02
H -0.04 -0.05 -0.01
H 0.05 -0.04 -0.02
H -0.04 0.01 -0.03
H -0.07 -0.01 0.03
H -0.08 -0.03 0.03
H -0.01 -0.02 -0.01
H -0.01 0.01 0.02
H 0.01 0.03 -0.01
H 0.00 -0.03 -0.01
C 0.01 0.06 0.01
C 0.00 0.00 0.01
C 0.02 -0.02 0.00
C -0.12 0.00 0.03
C 0.03 -0.07 -0.02
C 0.14 0.19 -0.27
Te 0.09 -0.13 -0.01
C 0.01 0.04 -0.09
C -0.07 -0.08 0.10
C -0.02 0.04 -0.02
H 0.01 0.01 -0.02
H -0.02 0.01 0.01
H 0.01 0.00 0.01
H -0.01 0.01 -0.02
H 0.03 0.01 0.00
H -0.02 0.00 0.01
H -0.03 0.02 -0.02
H 0.01 -0.04 -0.02
H 0.02 0.02 0.00
H 0.00 0.00 0.02
H 0.01 0.01 0.04
O 0.03 0.10 0.08
C 0.07 0.02 -0.01
N 0.05 -0.45 -0.15
S 0.09 -0.23 0.04
O -0.23 0.14 0.01
O 0.05 -0.05 -0.16
C 0.08 0.17 0.21
C -0.02 0.00 -0.06
C 0.01 0.02 0.00
C 0.03 -0.03 0.00
C -0.01 -0.06 0.05
C -0.08 0.05 -0.13
H 0.00 0.02 0.04
H 0.01 0.02 0.01
H 0.00 0.01 -0.02
H 0.01 -0.01 -0.03

(2)
The following is a quantum chemistry calculation of a 3-piece molecular cluster, C39H23Cl3IN2O5PS overall in a non-equilibrium geometry, from the OMol25 dataset.

Calculated values
SMILES string = C/C(Cl)=C(\Cl)c1c([PH2]=S)c(O)cc2nc(I)c(Cl)nc12.O=C1c2ccccc2C(=O)c2ccccc21.O=C1c2ccccc2C(=O)c2ccccc21
LUMO = -2.23 eV
multiplicity = 1
E_HOMO = -8.851 eV

Geometry (Å):
C: -7.3101 -1.7692 1.6984
C: -6.2044 -1.6022 0.4609
Cl: -6.8629 -1.9493 -1.2542
C: -4.7796 -1.2379 0.6878
Cl: -4.1598 -0.9415 2.4479
C: -3.6265 -1.0979 -0.4999
C: -2.5159 -2.3479 -0.5412
P: -2.6101 -3.8383 0.6888
S: -3.0262 -5.5371 -0.1920
C: -1.2695 -2.3568 -1.6314
O: -0.2436 -3.4513 -1.6617
C: -1.2174 -1.0547 -2.6643
C: -2.3310 0.1825 -2.6278
N: -2.1271 1.3047 -3.6056
C: -3.1627 2.3880 -3.4995
I: -2.9512 4.1155 -4.8853
C: -4.3828 2.2996 -2.4274
Cl: -5.6305 3.7186 -2.4667
N: -4.6411 1.2268 -1.4073
C: -3.5585 0.1947 -1.5593
H: -6.8109 -1.9269 2.7464
H: -7.9830 -0.7891 1.8062
H: -8.0297 -2.7037 1.5333
H: -3.6006 -3.6500 1.7297
H: -1.3202 -3.9805 1.3483
H: 0.4870 -3.2126 -0.9887
H: -0.3354 -0.9855 -3.4508
C: 7.0561 -4.8332 1.1994
C: 7.4077 -6.0662 1.7481
C: 6.4361 -7.0512 1.9324
C: 5.1053 -6.7981 1.5780
C: 4.7494 -5.5567 1.0523
C: 5.7292 -4.5757 0.8517
C: 3.3404 -5.2614 0.7213
O: 3.0275 -4.1724 0.2561
C: 2.3136 -6.2935 0.9669
C: 0.9662 -6.0065 0.7119
C: -0.0099 -6.9815 0.9288
C: 0.3566 -8.2453 1.3908
C: 1.6974 -8.5321 1.6510
C: 2.6766 -7.5506 1.4478
C: 4.0876 -7.8522 1.7599
O: 4.4099 -8.9612 2.1704
H: 7.8149 -4.0688 1.0472
H: 8.4396 -6.2623 2.0309
H: 6.7189 -8.0132 2.3565
H: 5.4611 -3.6090 0.4290
H: 0.6720 -5.0233 0.3480
H: -1.0561 -6.7548 0.7351
H: -0.4027 -9.0072 1.5530
H: 1.9754 -9.5194 2.0162
C: 0.0925 11.4910 -0.5090
C: 1.2006 11.3556 0.3269
C: 1.7153 10.0882 0.6043
C: 1.1125 8.9508 0.0536
C: -0.0103 9.0845 -0.7623
C: -0.5147 10.3586 -1.0538
C: -0.6841 7.8888 -1.3085
O: -1.6683 8.0056 -2.0282
C: -0.1603 6.5510 -0.9679
C: -0.8236 5.4073 -1.4314
C: -0.3273 4.1384 -1.1250
C: 0.8347 4.0083 -0.3649
C: 1.4944 5.1458 0.1028
C: 0.9899 6.4195 -0.1913
C: 1.6746 7.6155 0.3381
O: 2.6933 7.5019 1.0100
H: -0.3031 12.4793 -0.7327
H: 1.6661 12.2373 0.7617
H: 2.5839 9.9905 1.2536
H: -1.3827 10.4716 -1.7010
H: -1.7297 5.5002 -2.0281
H: -0.8468 3.2516 -1.4815
H: 1.2256 3.0201 -0.1322
H: 2.3983 5.0363 0.6998

Force components x, y, z for each atom (eV/Å):
C -0.28 0.09 -0.15
C 2.89 0.64 1.79
Cl 1.29 0.66 2.73
C -2.69 -0.74 -2.05
Cl -0.98 -0.36 -2.63
C 2.17 -1.52 -0.67
C -0.26 3.77 -1.77
P -0.19 -0.52 -0.89
S -0.14 0.50 -0.12
C -1.64 3.64 -0.66
O -1.59 3.54 1.40
C -1.53 -1.42 2.56
C -0.19 -0.27 0.53
N -4.99 0.96 3.60
C 0.81 -3.74 1.87
I -0.21 -1.89 1.53
C 0.56 -1.89 0.98
Cl 2.19 -2.58 0.18
N 5.20 1.43 -5.50
C 0.46 -1.60 0.74
H -0.55 0.36 -2.28
H 1.55 -2.14 -0.55
H 1.71 2.14 -0.02
H 0.98 0.69 -0.68
H -0.88 0.82 -0.30
H -1.55 -0.28 -1.45
H -2.15 -0.13 1.84
C -0.36 -0.03 -0.05
C -0.34 -0.18 -0.01
C 0.24 0.22 -0.04
C 0.61 0.23 0.06
C 0.60 0.22 0.01
C 0.29 -0.07 0.09
C -0.36 1.03 -0.46
O 0.07 -0.37 0.16
C -0.61 -0.08 -0.01
C -0.16 -0.35 0.12
C 0.28 0.15 0.02
C 0.49 0.07 0.05
C -0.30 0.06 -0.05
C -0.57 -0.22 -0.01
C 0.32 -1.41 0.52
O -0.18 0.72 -0.25
H -0.16 -0.13 0.02
H -0.20 0.02 -0.06
H -0.25 0.18 -0.14
H -0.10 -0.29 0.11
H 0.20 -0.29 0.05
H 0.27 -0.02 0.00
H 0.15 0.15 -0.03
H 0.12 0.31 -0.08
C -0.08 -0.35 -0.08
C 0.06 -0.38 0.00
C -0.10 0.32 -0.05
C -0.02 0.63 0.07
C 0.04 0.64 0.06
C 0.14 0.25 0.14
C -1.17 0.14 -0.85
O 0.57 -0.07 0.40
C -0.06 -0.67 -0.02
C 0.11 -0.32 0.08
C -0.06 0.41 -0.03
C 0.09 0.36 0.07
C -0.16 -0.26 -0.10
C -0.02 -0.65 -0.05
C 1.27 -0.15 0.85
O -0.64 0.07 -0.42
H 0.06 -0.20 0.03
H -0.07 -0.18 -0.08
H -0.22 -0.16 -0.20
H 0.20 -0.21 0.16
H 0.24 0.16 0.14
H 0.08 0.15 0.03
H -0.06 0.19 -0.04
H -0.22 0.22 -0.13

(3)
The following is a quantum chemistry calculation of a 2-piece molecular cluster, C30H50Cl2O4 overall in a non-equilibrium geometry, from the OMol25 dataset.

Calculated values
SMILES string = CCCCCCCCCCCC[C@@H](CCCCOC=O)O[C@@H](COC)/C(Cl)=C(\C)Cl.c1ccccc1
LUMO = 0.57 eV
multiplicity = 1
E_HOMO = -9.153 eV

Geometry (Å):
C: -5.9556 5.6805 1.0692
C: -5.9659 4.7777 -0.1796
C: -4.8471 3.7222 -0.1645
C: -3.7133 4.0413 -1.1369
C: -3.0353 5.3815 -0.8629
C: -1.8865 5.2960 0.1596
C: -0.4907 5.4070 -0.4440
C: -0.2525 4.5035 -1.6698
C: 1.0826 3.7798 -1.6009
C: 1.2934 2.7790 -2.7260
C: 0.3482 1.5638 -2.6120
C: 1.0676 0.3116 -2.0722
C: 0.0761 -0.6106 -1.3591
C: -0.5384 -1.5988 -2.3726
C: -1.0990 -2.8563 -1.7362
C: -2.2970 -2.5777 -0.8158
C: -2.4601 -3.6249 0.2569
O: -2.3191 -4.9351 -0.3450
C: -1.8413 -5.8623 0.5280
O: -2.5364 -6.4715 1.3550
O: 0.6301 -1.4125 -0.3341
C: 1.2379 -0.7256 0.7340
C: 0.4760 0.5080 1.1648
O: -0.8598 0.2069 1.4848
C: -1.3950 1.0934 2.4344
C: 1.4857 -1.7162 1.8629
Cl: 0.8909 -1.3536 3.4473
C: 2.1933 -2.8402 1.6592
C: 2.8420 -3.2445 0.3756
Cl: 2.4953 -3.9543 2.9581
H: -4.9935 5.6307 1.5649
H: -6.7335 5.3982 1.7683
H: -6.1255 6.7189 0.8027
H: -6.9277 4.2905 -0.2748
H: -5.8277 5.4125 -1.0489
H: -4.4315 3.6232 0.8340
H: -5.2737 2.7679 -0.4586
H: -4.1037 4.0242 -2.1526
H: -2.9773 3.2422 -1.0769
H: -3.7560 6.1032 -0.4971
H: -2.6311 5.7922 -1.7854
H: -2.0003 6.1193 0.8626
H: -1.9643 4.3884 0.7554
H: -0.2860 6.4397 -0.7100
H: 0.2468 5.1205 0.3029
H: -1.0833 3.8114 -1.7519
H: -0.2575 5.0930 -2.5846
H: 1.8623 4.5389 -1.6088
H: 1.1614 3.2822 -0.6320
H: 1.0834 3.3000 -3.6582
H: 2.3324 2.4634 -2.7348
H: -0.0952 1.3691 -3.5818
H: -0.4368 1.8476 -1.9187
H: 1.8625 0.6733 -1.4270
H: 1.5237 -0.1812 -2.9238
H: -0.7599 -0.0206 -0.9893
H: -1.2907 -1.0934 -2.9713
H: 0.2458 -1.9004 -3.0650
H: -1.4580 -3.4933 -2.5404
H: -0.3375 -3.4349 -1.2315
H: -3.1882 -2.6095 -1.4377
H: -2.2165 -1.5884 -0.3782
H: -1.7049 -3.5173 1.0320
H: -3.4572 -3.5672 0.6812
H: -0.7685 -6.0912 0.4331
H: 2.2334 -0.3798 0.4355
H: 0.4853 1.2683 0.3844
H: 1.0027 0.9475 2.0120
H: -2.4482 0.8800 2.5538
H: -0.9086 0.9939 3.4042
H: -1.2692 2.1267 2.1035
H: 3.0579 -4.3066 0.4189
H: 3.8029 -2.7540 0.2475
H: 2.2110 -3.0736 -0.4807
C: 5.5450 -6.7436 1.8827
C: 5.7484 -5.5174 2.5005
C: 7.0364 -5.0189 2.6420
C: 8.1187 -5.7429 2.1613
C: 7.9137 -6.9679 1.5420
C: 6.6271 -7.4697 1.4047
H: 4.5407 -7.1337 1.7746
H: 4.9006 -4.9527 2.8674
H: 7.1964 -4.0649 3.1281
H: 9.1224 -5.3526 2.2697
H: 8.7575 -7.5321 1.1664
H: 6.4679 -8.4271 0.9256

Force components x, y, z for each atom (eV/Å):
C -0.16 -0.03 -0.43
C 0.48 0.21 0.51
C -0.16 0.11 -0.50
C -0.14 0.11 0.08
C 0.52 -0.17 0.15
C -0.11 0.46 0.06
C 0.09 -0.42 -0.31
C 0.00 0.27 0.18
C -0.11 0.00 0.15
C -0.48 0.09 -0.05
C 0.81 0.22 0.14
C -0.67 0.75 -0.13
C -0.23 -0.53 -1.13
C 0.72 -0.19 0.30
C -0.78 0.11 -0.25
C 0.29 -0.49 -0.55
C -0.17 0.15 -0.09
O 0.45 -0.41 0.41
C -2.20 -1.86 2.10
O 1.91 1.95 -2.40
O 0.00 -0.03 0.17
C 0.09 0.06 0.25
C -0.10 0.25 0.23
O -0.03 -0.42 0.01
C 0.09 0.29 -0.03
C 0.29 -0.88 -0.13
Cl -0.04 0.05 -0.03
C -0.32 0.61 0.19
C 0.12 -0.45 0.10
Cl -0.20 0.12 0.10
H 0.17 0.01 0.21
H -0.03 -0.10 0.27
H -0.09 0.19 0.00
H -0.25 -0.03 -0.08
H -0.11 0.00 -0.31
H -0.04 -0.13 0.28
H 0.06 -0.31 0.13
H -0.13 0.01 -0.16
H 0.15 -0.14 -0.06
H -0.28 0.13 -0.08
H -0.02 0.08 -0.18
H 0.03 0.04 0.24
H -0.07 -0.26 0.01
H 0.03 0.22 -0.01
H 0.08 0.15 0.27
H -0.02 -0.28 -0.09
H -0.13 0.10 -0.17
H 0.24 0.06 -0.02
H 0.05 -0.16 0.14
H 0.19 0.05 -0.23
H 0.18 -0.12 -0.17
H -0.27 -0.18 -0.08
H -0.38 -0.10 0.03
H 0.13 -0.17 0.30
H 0.31 -0.31 0.05
H 0.07 0.20 0.52
H -0.21 0.17 -0.02
H 0.14 -0.05 -0.15
H 0.04 -0.20 -0.12
H 0.29 0.09 0.23
H -0.24 0.24 -0.04
H -0.07 0.08 0.34
H 0.09 0.11 0.17
H -0.05 -0.01 0.36
H -0.08 0.17 -0.17
H 0.13 0.15 -0.15
H 0.12 0.07 -0.27
H 0.05 -0.01 0.23
H -0.22 -0.09 -0.08
H 0.16 -0.12 0.13
H -0.11 0.19 -0.04
H 0.02 -0.16 -0.03
H 0.12 0.25 -0.05
H -0.15 0.29 -0.21
C 0.00 -0.01 -0.02
C -0.01 0.02 0.02
C 0.00 0.00 -0.01
C 0.00 0.01 0.00
C 0.01 -0.01 0.00
C -0.01 0.00 -0.01
H -0.01 0.00 0.01
H 0.12 -0.04 -0.01
H 0.00 0.01 0.00
H 0.01 0.00 0.00
H 0.01 -0.01 0.00
H 0.00 0.00 -0.01